This record from the Open Molecules 2025 dataset describes 11 unconnected molecules or ions with the total composition C23H46Br22IO4P at a distorted geometry. The level of theory is the ωB97M-V functional and the def2-TZVPD basis.

## Properties
LUMO level: -0.0130 hartree
total energy: -58472.31435 a.u.
frontier orbital gap: 8.8464 eV

ORCA input file:
```
! wB97M-V def2-TZVPD RIJCOSX def2/J DEFGRID3
* xyz 0 1
O -1.45 0.16 4.89
C -1.22 0.99 4.01
O -2.01 2.15 3.97
O -0.23 0.75 3.08
P 0.44 2.20 2.42
O 1.71 1.66 1.42
I 1.57 3.56 4.13
H -2.23 2.37 4.90
H 1.38 0.84 0.98
Br -1.42 -1.67 3.88
C -1.31 -3.43 3.03
C -2.57 -4.23 3.26
Br -2.62 -4.97 5.06
H -0.42 -3.92 3.42
H -1.18 -3.22 1.96
H -2.60 -5.10 2.60
H -3.48 -3.65 3.12
Br -5.74 -5.24 2.07
C -6.27 -5.68 3.89
C -7.32 -4.73 4.40
Br -6.55 -3.02 4.90
H -5.36 -5.68 4.49
H -6.66 -6.70 3.84
H -7.78 -5.12 5.32
H -8.11 -4.53 3.67
Br 1.64 0.51 -1.95
C 2.30 2.33 -2.21
C 1.16 3.30 -2.38
Br 0.39 3.18 -4.17
H 2.98 2.30 -3.06
H 2.86 2.56 -1.30
H 1.51 4.32 -2.29
H 0.34 3.14 -1.68
Br -1.59 1.00 -0.44
C -2.73 0.57 -1.96
C -2.91 -0.92 -2.10
Br -1.33 -1.76 -2.88
H -2.28 1.03 -2.84
H -3.68 1.05 -1.75
H -3.72 -1.15 -2.80
H -3.10 -1.43 -1.16
Br 1.90 6.98 -2.11
C 0.26 7.31 -1.10
C 0.56 7.60 0.35
Br 0.99 5.97 1.33
H -0.38 6.44 -1.24
H -0.20 8.18 -1.58
H -0.32 8.01 0.85
H 1.40 8.28 0.49
Br 4.54 3.81 -5.46
C 3.38 3.38 -6.97
C 3.22 1.89 -7.12
Br 4.79 1.08 -7.93
H 3.82 3.86 -7.85
H 2.43 3.86 -6.74
H 2.40 1.67 -7.81
H 3.04 1.38 -6.18
Br 5.82 1.90 -2.74
C 7.32 3.13 -2.56
C 8.56 2.58 -3.20
Br 9.38 1.21 -2.08
H 7.43 3.34 -1.50
H 7.00 4.04 -3.07
H 9.32 3.35 -3.30
H 8.38 2.12 -4.17
Br 4.81 -1.60 -1.83
C 3.89 -3.24 -1.34
C 3.11 -3.07 -0.06
Br 4.28 -3.12 1.49
H 4.64 -4.03 -1.29
H 3.22 -3.45 -2.18
H 2.42 -3.90 0.08
H 2.56 -2.13 -0.02
Br -3.64 -6.48 -4.36
C -2.98 -4.80 -5.09
C -1.64 -4.98 -5.75
Br -0.21 -5.11 -4.44
H -2.96 -4.08 -4.27
H -3.74 -4.49 -5.81
H -1.40 -4.10 -6.35
H -1.59 -5.87 -6.38
Br -2.74 4.28 -0.89
C -3.26 3.74 0.90
C -4.34 4.64 1.46
Br -3.60 6.34 2.05
H -2.36 3.73 1.51
H -3.64 2.72 0.80
H -4.79 4.20 2.35
H -5.12 4.87 0.73
Br -1.22 -5.72 9.02
C 0.43 -5.15 8.16
C 0.78 -3.73 8.52
Br -0.32 -2.46 7.54
H 0.29 -5.30 7.09
H 1.19 -5.84 8.52
H 1.81 -3.50 8.23
H 0.66 -3.51 9.58
*
```

The computed Löwdin charges, all in e, follow:
1 O -0.26
2 C -0.68
3 O 0.05
4 O -0.33
5 P 0.53
6 O -0.38
7 I 0.43
8 H 0.15
9 H 0.01
10 Br 0.98
11 C -0.63
12 C -0.72
13 Br 0.61
14 H 0.05
15 H 0.05
16 H 0.04
17 H 0.01
18 Br 0.63
19 C -0.68
20 C -0.69
21 Br 0.60
22 H 0.00
23 H 0.06
24 H 0.06
25 H 0.05
26 Br 0.59
27 C -0.68
28 C -0.68
29 Br 0.61
30 H -0.02
31 H 0.06
32 H -0.03
33 H 0.01
34 Br 0.62
35 C -0.65
36 C -0.67
37 Br 0.61
38 H 0.05
39 H 0.06
40 H 0.06
41 H 0.05
42 Br 0.65
43 C -0.67
44 C -0.68
45 Br 0.56
46 H 0.02
47 H 0.06
48 H 0.05
49 H 0.05
50 Br 0.60
51 C -0.69
52 C -0.70
53 Br 0.61
54 H 0.05
55 H 0.04
56 H 0.06
57 H 0.05
58 Br 0.61
59 C -0.67
60 C -0.69
61 Br 0.61
62 H 0.05
63 H 0.05
64 H 0.06
65 H 0.05
66 Br 0.58
67 C -0.69
68 C -0.70
69 Br 0.60
70 H 0.05
71 H 0.06
72 H 0.06
73 H 0.03
74 Br 0.60
75 C -0.70
76 C -0.69
77 Br 0.58
78 H 0.01
79 H 0.06
80 H 0.06
81 H 0.05
82 Br 0.61
83 C -0.71
84 C -0.68
85 Br 0.60
86 H 0.03
87 H 0.03
88 H 0.06
89 H 0.05
90 Br 0.59
91 C -0.70
92 C -0.70
93 Br 0.62
94 H 0.04
95 H 0.06
96 H 0.06
97 H 0.05